DFT (ωB97M-V with the def2-TZVPD basis set) results for 2 unconnected molecules or ions with the total composition C10H13O2 in a non-equilibrium geometry.

Structure (XYZ):
```
25
Properties=species:S:1:pos:R:3
C -2.413 0.412 0.465
C -3.680 0.604 -0.337
C -2.662 -0.596 1.835
O -1.674 -0.399 2.515
O -3.678 -1.241 1.782
H -1.676 -0.131 -0.122
H -1.951 1.303 0.881
H -4.381 1.321 0.068
H -4.126 -0.390 -0.376
H -3.404 0.840 -1.366
C 1.563 0.750 -2.343
C 1.103 -0.928 -0.529
C 1.874 0.123 -1.009
C 1.348 -1.434 0.741
C 2.328 -0.864 1.537
C 2.906 0.644 -0.227
C 3.155 0.135 1.037
H 0.298 -1.323 -1.133
H 0.714 -2.208 1.149
H 0.525 1.074 -2.387
H 1.705 0.059 -3.172
H 2.502 -1.299 2.515
H 3.537 1.394 -0.687
H 3.894 0.545 1.713
H 2.192 1.605 -2.551
```

* ⟨S²⟩: 0.76
* HOMO energy (spin up / spin down): -9.11 / -9.11 eV
* HOMO-LUMO gap (spin up / spin down): 9.82 / 6.31 eV
* 2S+1: 2

DFT (ωB97M-V with the def2-TZVPD basis set) results for 2 unconnected molecules or ions with the total composition C10H13O2S in a non-equilibrium geometry.

Structure (XYZ):
```
26
Properties=species:S:1:pos:R:3
C -0.499 -2.943 -2.604
C -1.626 -2.064 -2.602
C 0.028 -3.216 -1.324
C -1.934 -1.233 -1.598
C -0.218 -2.367 -0.183
C -1.219 -1.422 -0.339
C -1.504 -0.613 0.774
C 1.236 3.325 -0.100
C 2.330 1.773 1.980
C -1.845 -0.150 1.909
O 0.682 0.742 0.237
O -0.221 2.257 1.821
S 0.867 1.924 0.974
H -0.326 -3.551 -3.475
H -2.315 -1.894 -3.573
H 0.910 -3.854 -1.181
H -2.683 -0.459 -1.659
H 0.319 -2.468 0.767
H 1.658 2.856 -0.977
H 1.775 4.064 0.514
H 0.347 3.820 -0.474
H 2.339 0.760 2.302
H 2.306 2.634 2.633
H 3.117 1.781 1.322
H -1.343 0.861 2.071
H -2.182 -0.564 2.786
```

* HOMO energy: -13.59 eV
* charge: +1
* HOMO-LUMO gap: 8.20 eV
* 2S+1: 1

DFT (ωB97M-V with the def2-TZVPD basis set) results for 2 unconnected molecules or ions with the total composition C10H13O3 in a non-equilibrium geometry.

Structure (XYZ):
```
26
Properties=species:S:1:pos:R:3
C -0.977 -2.258 -1.150
C -1.318 -2.581 -2.661
C 0.082 -3.234 -0.628
O 1.215 -3.110 -1.170
O -0.322 -4.002 0.269
H -0.576 -1.226 -1.102
H -1.845 -2.295 -0.469
H -0.600 -3.299 -3.060
H -1.300 -1.579 -3.116
H -2.298 -3.025 -2.735
C 0.172 1.492 3.431
C -0.178 0.910 -0.293
C -0.093 0.652 1.087
C 0.692 1.889 -0.795
C 0.372 1.625 1.941
C 1.295 2.816 0.034
C 1.030 2.720 1.380
O 0.691 2.012 -2.173
H -0.696 0.305 -1.014
H -0.395 -0.321 1.470
H 1.359 1.488 -2.630
H 2.034 3.525 -0.341
H 0.875 2.047 4.070
H 0.404 0.490 3.867
H 1.244 3.553 2.049
H -0.868 1.406 3.739
```

* HOMO energy: -3.92 eV
* charge: -1
* HOMO-LUMO gap: 6.96 eV
* 2S+1: 1

DFT (ωB97M-V with the def2-TZVPD basis set) results for a molecular structure, C10H14B2CaF4N6 in a non-equilibrium geometry.

Structure (XYZ):
```
37
Properties=species:S:1:pos:R:3
C -0.463 1.742 2.776
N -0.552 0.955 1.699
N -1.672 1.309 0.952
C -2.307 2.308 1.600
C -1.582 2.634 2.773
B -2.136 0.562 -0.367
N -1.211 0.735 -1.642
N 0.066 0.187 -1.765
C 0.559 0.470 -2.977
C -0.431 1.198 -3.702
C -1.523 1.331 -2.812
Ca 0.651 -0.105 0.270
N -2.194 -0.961 -0.039
N -0.997 -1.580 0.311
C -1.240 -2.866 0.552
C -2.629 -3.118 0.361
C -3.185 -1.869 -0.014
H -0.449 -3.516 0.837
H -4.185 -1.589 -0.254
H -3.135 -4.041 0.476
H -3.215 0.966 -0.648
H -2.475 1.794 -2.942
H -3.212 2.713 1.208
H -0.363 1.552 -4.698
H -1.819 3.367 3.496
H 1.530 0.150 -3.256
H 0.335 1.640 3.465
H 2.890 -0.942 -0.686
C 3.896 -0.582 -0.939
H 4.025 -0.601 -2.004
H 4.026 0.436 -0.551
H 4.629 -1.243 -0.452
F 2.426 -0.385 1.104
B 3.740 -0.615 1.793
F 4.683 0.385 1.462
F 3.391 -0.482 3.092
F 4.127 -1.938 1.522
```

* HOMO energy (spin up / spin down): -16.02 / -16.32 eV
* charge: +2
* HOMO-LUMO gap (spin up / spin down): 3.65 / 4.07 eV
* 2S+1: 1

DFT (ωB97M-V with the def2-TZVPD basis set) results for a molecular structure, C10H14B2CuF4N6 in a non-equilibrium geometry.

Structure (XYZ):
```
37
Properties=species:S:1:pos:R:3
H -0.036 2.211 2.153
N 0.092 1.220 0.290
B 0.693 0.602 -2.073
N 0.529 1.655 -0.945
C 0.830 2.973 -0.909
Cu -1.106 -1.505 0.539
H 1.200 3.473 -1.797
C 0.599 3.420 0.383
H 0.727 4.422 0.766
C 0.174 2.282 1.097
H 0.981 1.100 -3.125
C -2.033 -2.110 2.095
H -2.218 -1.105 2.546
H -1.389 -2.727 2.771
H -2.970 -2.624 1.818
N -0.734 -0.122 -2.124
N 1.750 -0.409 -1.532
N -1.421 -0.696 -1.006
N 1.269 -1.163 -0.521
C -1.612 -0.024 -3.146
C 3.060 -0.707 -1.668
H -1.291 0.411 -4.082
H 3.685 -0.332 -2.478
C -2.847 -0.497 -2.732
C 3.386 -1.626 -0.655
C -2.711 -0.867 -1.391
C 2.216 -1.881 0.067
H -3.737 -0.580 -3.334
H 4.311 -2.130 -0.481
H -3.457 -1.184 -0.680
H 1.972 -2.425 0.976
H 0.239 -1.311 -0.547
F -1.208 0.638 3.159
B -0.022 0.434 3.959
F 0.601 1.716 4.109
F -0.388 -0.084 5.220
F 0.867 -0.448 3.278
```

* ⟨S²⟩: 0.75
* HOMO energy (spin up / spin down): -8.71 / -8.71 eV
* HOMO-LUMO gap (spin up / spin down): 8.40 / 5.40 eV
* 2S+1: 2

DFT (ωB97M-V with the def2-TZVPD basis set) results for a molecular structure, C10H14BFN6Pb in a non-equilibrium geometry.

Structure (XYZ):
```
33
Properties=species:S:1:pos:R:3
H -0.128 3.446 2.500
N 0.017 1.930 1.002
B 0.526 0.674 -1.219
N 0.530 1.933 -0.276
C 1.011 3.160 -0.575
Pb -0.961 -0.986 1.770
H 1.444 3.357 -1.544
C 0.806 3.989 0.532
H 1.050 5.021 0.627
C 0.190 3.172 1.503
H 0.910 0.981 -2.313
C -1.267 -3.153 1.446
H -1.734 -3.416 2.410
H -0.288 -3.626 1.355
H -1.933 -3.422 0.623
N -0.908 0.048 -1.293
N 1.496 -0.391 -0.626
N -1.584 -0.510 -0.202
N 1.152 -1.077 0.524
C -1.673 -0.080 -2.392
C 2.677 -0.845 -1.085
H -1.279 0.229 -3.346
H 3.110 -0.456 -1.993
C -2.877 -0.705 -2.053
C 3.132 -1.842 -0.219
C -2.796 -0.959 -0.679
C 2.147 -1.959 0.776
H -3.681 -0.973 -2.723
H 4.032 -2.417 -0.292
H -3.509 -1.441 -0.023
H 2.124 -2.625 1.630
H -0.653 1.656 2.671
F -1.085 1.288 3.481
```

* HOMO energy: -7.36 eV
* HOMO-LUMO gap: 8.02 eV
* 2S+1: 1

What did we get for electronic energy? Answer: -14673.9224 -25500.2857 -16723.5144 -50186.2369 -76403.2590 -28179.5916 eV, in the order shown.